The following is a quantum chemistry calculation of a 7-piece molecular cluster, C14H42O7S7 overall at a distorted geometry, from OMol25.

For the strongest force on any atom, the calculation gives 3.27 eV/Å. As for the energy above the lowest of the compared OMol25 structures with the same formula, charge and spin: 124.42 kJ/mol. For the total energy, the calculation gives -3871.9167 Eh. The spin multiplicity is 2. As for the charge: +1. As for the HOMO-LUMO gap (alpha / beta): 6.546 / 1.965 eV.

Geometry as XYZ:
```
70
Properties=species:S:1:pos:R:3:forces:R:3
C -3.036500 4.879377 0.299785 -0.0351 0.2737 0.6487
S -3.909182 4.307756 -1.215009 0.8816 -2.1119 1.4165
O -3.237146 2.937349 -1.535966 -1.2042 2.3263 0.2639
C -5.598357 3.881267 -0.630486 -0.3964 0.4559 -0.0386
H -2.790998 4.033635 0.942081 0.2450 -0.4819 -0.6712
H -3.652177 5.453510 0.992198 -0.6909 0.3443 -0.6912
H -2.174536 5.506180 0.071239 -0.0790 -0.3079 -0.5064
H -5.627651 3.332077 0.310597 0.6744 -0.4346 -0.2673
H -6.106335 3.374622 -1.451068 0.2565 -0.1709 0.0597
H -6.176349 4.775156 -0.395994 0.3791 0.4756 -0.4057
C -0.393218 -1.236396 1.434991 0.4239 -0.0496 -0.3323
S -0.636483 -0.737045 -0.333680 -0.1898 -1.7169 2.0764
O -1.678930 -1.708184 -0.792707 0.2370 1.1116 -0.3045
C -1.433106 0.842447 0.019274 0.3936 0.0653 -0.9242
H -1.202819 -1.353141 2.155420 -0.8598 0.7481 -0.6512
H 0.306212 -0.507351 1.844127 0.3189 -0.4907 0.1021
H -0.061183 -2.273459 1.386393 0.8358 0.1754 -0.1472
H -1.259197 1.336747 -0.936509 -1.1149 0.0338 -0.3153
H -0.963512 1.567230 0.684302 0.1679 -0.7048 0.6934
H -2.424806 0.482696 0.293508 -0.2599 0.7805 -0.2059
C 2.160346 0.734349 3.016784 1.7207 -0.3803 -0.4891
S 3.811823 1.391808 3.630758 0.2454 -0.3225 2.2765
O 4.004858 0.935519 5.108023 -0.6335 0.4796 -3.1740
C 5.013139 0.446615 2.584449 -0.0153 0.0245 1.3963
H 2.300040 -0.319069 2.774081 -0.3045 -0.3635 1.0036
H 1.963001 1.090812 2.005793 -0.1449 0.9234 0.2863
H 1.422259 1.018623 3.766789 0.0655 -0.3090 -0.2091
H 5.822470 0.200218 3.271753 -0.2146 -0.0541 0.4590
H 5.534427 1.121343 1.905412 -0.7436 -0.2449 -0.6616
H 4.590030 -0.511687 2.283224 0.1005 0.2897 -0.6587
C -0.367892 -4.268295 -2.041290 0.1116 0.0907 -1.5476
S -1.612836 -5.601344 -1.893183 -0.3374 -1.0690 -1.5313
O -2.147861 -5.978654 -3.290602 1.1238 1.0864 2.0285
C -0.510547 -7.022576 -1.463975 -1.2095 0.6522 0.4885
H 0.090209 -3.896505 -1.124757 -0.2294 -0.4406 0.0925
H -0.816924 -3.430661 -2.574984 -0.7043 0.0595 0.5702
H 0.361427 -4.537719 -2.805222 0.4581 -0.6367 0.3601
H -0.424037 -7.047625 -0.377706 0.7560 0.4308 0.0554
H 0.408015 -7.023437 -2.050784 -0.1760 -0.1712 0.1898
H -1.179073 -7.871661 -1.606208 0.2406 -0.0736 -0.7277
C 3.507105 -0.628519 -2.966784 -0.0317 0.1955 0.1511
S 3.067922 1.030006 -2.175766 -0.1854 0.0305 -0.9196
O 1.604333 1.285921 -2.471423 1.0256 -0.3655 0.5884
C 3.240170 0.563762 -0.429465 -0.8100 -1.3798 0.4312
H 2.919484 -1.462462 -2.582933 -0.1879 0.2412 0.1577
H 4.561852 -0.901967 -2.938151 0.1749 0.4147 0.7707
H 3.367043 -0.560538 -4.045607 -0.6337 0.5036 0.0951
H 3.206121 1.232472 0.430635 0.6568 1.1885 -0.9769
H 4.101186 -0.097095 -0.329368 -0.0176 0.0322 -0.0240
H 2.327456 0.017887 -0.190573 -0.0579 -0.7586 -0.4201
C 1.090219 -4.138863 3.926841 0.1623 -0.1560 -1.2008
S -0.328088 -5.207461 3.443219 1.0420 -0.1565 2.5304
O -0.018689 -6.505890 4.198142 -0.8690 2.0077 -1.2317
C -1.460682 -4.110914 4.412822 -0.9120 -1.2409 -0.6495
H 0.937933 -3.059563 3.924466 -0.6133 -0.0504 0.1467
H 1.803412 -4.292102 3.116914 0.6186 -0.3662 0.5676
H 1.364264 -4.499059 4.918434 0.3010 -0.0497 -0.2706
H -2.377310 -4.698938 4.366817 -0.3190 0.2979 0.3034
H -1.615356 -3.203120 3.829646 0.1281 -0.0148 -0.0345
H -1.222615 -3.885649 5.452377 0.4646 -0.2573 -0.1773
C -0.480377 6.710248 -4.454016 1.1201 -0.1540 0.4891
S -0.734344 5.834641 -2.873084 -1.7236 0.4436 -1.8317
O -2.126043 6.409664 -2.591709 0.1173 -1.3310 1.2504
C -0.932388 4.035189 -3.463446 -0.2275 0.8699 0.6220
H -1.350902 6.957653 -5.061526 -0.3876 -1.3310 0.1100
H 0.318568 6.108930 -4.887850 -0.0286 0.5569 -0.8032
H -0.178152 7.734841 -4.237292 0.7385 -0.2375 0.5183
H -0.102815 3.673303 -4.070837 0.0345 0.3339 0.0036
H -1.895680 3.900856 -3.955511 0.1122 0.3343 -0.2662
H -0.960224 3.432238 -2.555822 0.2152 0.1064 0.0631
```
Forces are in eV/Å.

natural (NBO) atomic charge list, values in e, 6 entries: -0.797 1.358 -0.504 -0.788 0.268 0.278

---

The following is a quantum chemistry calculation of an isolated ion of composition C9H14NO and charge +1 at a distorted geometry, from OMol25.

For the strongest force on any atom, the calculation gives 4.93 eV/Å. As for the energy above the lowest of the compared OMol25 structures with the same formula, charge and spin: 258.82 kJ/mol. For the total energy, the calculation gives -480.9760 Eh. As for the charge: +1. As for the structure (SMILES): Cc1occc1[C@@]1([NH3+])C[C@@H]1C. As for the HOMO-LUMO gap: 8.835 eV.

Geometry as XYZ:
```
25
Properties=species:S:1:pos:R:3:forces:R:3
C -0.597811 -1.411136 -2.153263 -3.6491 1.5016 -1.9385
C 0.034956 -0.119720 -1.985250 0.0706 0.2027 2.7232
O 0.582065 0.445977 -3.021987 0.4793 -0.1144 -1.2838
C 1.277932 1.503780 -2.602127 1.6137 2.2886 -3.6930
C 1.233552 1.727420 -1.287042 -2.0160 -1.0123 -0.1863
C 0.304700 0.654572 -0.885430 0.8342 -0.1022 2.1332
C 0.078617 0.380684 0.597766 -1.1826 0.0746 -2.8863
N 1.381841 0.205662 1.322537 -1.2122 -1.8920 3.2231
C -0.969681 1.025140 1.462723 -0.6911 4.6773 1.4038
C -1.123514 -0.341319 1.189437 -0.7004 -2.9626 0.8506
C -0.864474 -1.471038 2.183122 -1.6135 0.4310 -2.9860
H -0.109323 -2.007527 -2.883328 0.3036 -0.3447 -0.8809
H -0.587919 -1.940590 -1.270096 -0.2846 -1.1348 2.0391
H -1.739108 -1.190015 -2.488302 2.5155 -0.9588 0.6668
H 1.659412 2.008557 -3.544058 -0.0713 -0.1866 1.9191
H 1.483098 2.624206 -0.747254 0.3543 -0.0852 -0.0025
H 1.438591 1.068407 1.884872 0.9522 -0.4126 -0.3108
H 2.235501 -0.036819 0.797315 -0.6219 0.4627 -0.1673
H 1.213180 -0.610405 2.082666 0.6949 2.0436 -2.0087
H -1.770346 1.761208 1.200238 0.9695 -0.7848 -1.0581
H -0.682621 1.494175 2.410617 0.5196 -0.9786 0.3263
H -1.998816 -0.592540 0.602950 0.4285 0.1140 -0.7625
H -0.216243 -1.141289 2.887321 2.6645 0.4141 2.2380
H -0.579675 -2.227262 1.477803 0.7677 -1.1476 0.5678
H -1.683914 -1.810128 2.768771 -1.1254 -0.0931 0.0740
```
Forces are in eV/Å.

natural (NBO) atomic charge list, values in e, 6 entries: -0.653 0.336 -0.378 0.129 -0.359 -0.176

---

The following is a quantum chemistry calculation of a 3-piece molecular cluster, C16H34FN6O4S2 overall at a distorted geometry, from OMol25.

For the strongest force on any atom, the calculation gives 1.30 eV/Å. For the total energy, the calculation gives -2155.3384 Eh. As for the charge: +1. As for the HOMO-LUMO gap: 7.928 eV.

Geometry as XYZ:
```
63
Properties=species:S:1:pos:R:3:forces:R:3
C 4.764601 -1.745318 0.492933 0.1837 0.0045 0.3150
C 3.885579 -0.667574 1.135601 0.0500 -0.2005 -0.2086
C 3.888579 0.605778 0.322266 0.3496 0.2124 0.1682
F 3.400520 0.327422 -0.936289 -0.0771 -0.0545 -0.0230
N 3.051951 1.705545 0.896984 -0.2202 -0.0647 0.2032
C 2.341697 1.365043 2.038205 0.4699 -0.2624 0.0075
N 2.847538 1.538026 3.233564 0.0124 -0.0685 0.3205
N 1.117938 0.910015 1.792133 -0.4503 1.1315 -0.4493
C 0.836373 1.197549 0.325070 0.1802 -0.5001 0.6579
C 1.906416 2.251064 0.072798 -0.3258 0.2868 -0.3500
C 2.247314 2.780269 -1.329685 -0.0053 -0.2822 -0.0555
C 1.622617 2.052467 -2.537380 0.1020 0.1668 0.0493
C 0.385015 2.742839 -3.107343 -0.0802 0.0013 -0.1803
S -0.953453 3.053128 -1.913785 -0.0171 -0.0278 0.3104
C -2.010141 1.613246 -2.161506 0.0689 0.2120 0.0968
S -2.652861 1.301802 -3.605776 0.1573 -0.2431 -0.0981
N -2.237025 0.865953 -0.976640 0.0475 -0.3064 -0.0536
C -3.459292 1.298890 -0.255838 0.1702 0.4377 0.0905
C -3.188232 2.344519 0.839129 -0.1447 0.0157 -0.0857
C -2.227016 -0.596405 -1.199679 -0.0585 0.0984 -0.0854
C -0.891657 -1.113602 -1.732775 -0.1036 -0.0917 0.0503
H 5.780245 -1.698970 0.886694 0.0286 0.0740 -0.1080
H 4.810594 -1.645563 -0.589266 -0.1052 -0.0741 -0.0065
H 4.372144 -2.726400 0.749225 -0.0061 -0.0341 -0.1170
H 2.856531 -1.032561 1.201950 -0.0003 0.0440 0.0561
H 4.246308 -0.457130 2.143885 -0.0855 -0.0213 0.0101
H 4.905560 0.980314 0.198264 -0.0637 0.0761 -0.1667
H 3.779241 1.908647 3.338339 -0.0588 0.0662 -0.0717
H 2.316217 1.325908 4.064587 0.1024 -0.1078 -0.0006
H 0.395942 1.191382 2.445473 -0.1396 -0.4513 0.0707
H -0.190689 1.522682 0.222318 -0.0650 0.0329 -0.1867
H 0.999648 0.267923 -0.210190 -0.0749 0.0325 -0.1864
H 1.551565 3.109006 0.653991 0.2382 0.0831 -0.0047
H 1.945471 3.827898 -1.368112 0.0275 -0.0035 0.0465
H 3.331990 2.778363 -1.425716 0.0087 0.0080 -0.0089
H 2.361654 2.039956 -3.342865 -0.0185 -0.0511 0.0108
H 1.424751 1.008218 -2.302897 -0.0958 -0.0226 0.0048
H 0.647422 3.724646 -3.503767 0.0303 -0.0026 0.0332
H -0.046316 2.173634 -3.930760 -0.0001 0.0472 -0.0025
H -4.173431 1.707971 -0.975945 -0.1015 -0.1683 0.0085
H -3.907632 0.408480 0.181185 0.0734 -0.0327 -0.0095
H -2.119553 2.428188 1.037304 -0.0019 -0.0395 0.0426
H -3.549554 3.332087 0.552763 0.0876 0.0168 -0.0235
H -3.696583 2.076109 1.765067 0.0359 0.0013 0.0159
H -3.036006 -0.895718 -1.872794 -0.0294 0.0309 0.0478
H -2.422108 -1.038356 -0.223913 -0.0882 -0.0454 -0.0538
H -1.053215 -1.993492 -2.354544 0.0104 0.0210 -0.0272
H -0.379028 -0.369299 -2.341724 -0.0107 -0.0503 -0.0594
H -0.228616 -1.419604 -0.922273 0.0502 0.1005 0.0019
C -6.245088 -2.975440 0.534877 -0.0286 -0.0070 0.0779
N -4.788707 -2.682877 0.621779 0.1000 0.0654 0.0032
O -4.357254 -2.205622 1.654019 -0.0208 0.0148 -0.0363
O -4.113856 -2.930404 -0.355876 -0.0633 -0.1131 0.0216
H -6.702820 -2.698127 1.476132 0.0115 0.0025 0.0044
H -6.638033 -2.396748 -0.295659 0.0085 -0.0270 -0.0282
H -6.346051 -4.037329 0.332072 0.0008 0.0044 -0.0395
C 0.072009 -3.290585 1.485196 0.0354 0.0653 -0.0138
N 1.085723 -4.381392 1.536079 0.0230 -0.2184 0.0078
O 2.252146 -4.102045 1.325131 -0.1214 0.1923 0.0171
O 0.667994 -5.488008 1.786001 0.0351 0.0686 -0.0086
H 0.580465 -2.360894 1.255076 0.0084 -0.0112 -0.0073
H -0.652240 -3.557744 0.720907 -0.0194 -0.0038 0.0087
H -0.413303 -3.257759 2.456001 -0.0263 -0.0279 -0.0029
```
Forces are in eV/Å.

natural (NBO) atomic charge list, values in e, 6 entries: -0.619 -0.450 0.368 -0.354 -0.493 0.725

---

> Number 2 is which compound?

C9H14NO

---

Copy entry 2 word for word.
The following is a quantum chemistry calculation of an isolated ion of composition C9H14NO and charge +1 at a distorted geometry, from OMol25.

For the strongest force on any atom, the calculation gives 4.93 eV/Å. As for the energy above the lowest of the compared OMol25 structures with the same formula, charge and spin: 258.82 kJ/mol. For the total energy, the calculation gives -480.9760 Eh. As for the charge: +1. As for the structure (SMILES): Cc1occc1[C@@]1([NH3+])C[C@@H]1C. As for the HOMO-LUMO gap: 8.835 eV.

Geometry as XYZ:
```
25
Properties=species:S:1:pos:R:3:forces:R:3
C -0.597811 -1.411136 -2.153263 -3.6491 1.5016 -1.9385
C 0.034956 -0.119720 -1.985250 0.0706 0.2027 2.7232
O 0.582065 0.445977 -3.021987 0.4793 -0.1144 -1.2838
C 1.277932 1.503780 -2.602127 1.6137 2.2886 -3.6930
C 1.233552 1.727420 -1.287042 -2.0160 -1.0123 -0.1863
C 0.304700 0.654572 -0.885430 0.8342 -0.1022 2.1332
C 0.078617 0.380684 0.597766 -1.1826 0.0746 -2.8863
N 1.381841 0.205662 1.322537 -1.2122 -1.8920 3.2231
C -0.969681 1.025140 1.462723 -0.6911 4.6773 1.4038
C -1.123514 -0.341319 1.189437 -0.7004 -2.9626 0.8506
C -0.864474 -1.471038 2.183122 -1.6135 0.4310 -2.9860
H -0.109323 -2.007527 -2.883328 0.3036 -0.3447 -0.8809
H -0.587919 -1.940590 -1.270096 -0.2846 -1.1348 2.0391
H -1.739108 -1.190015 -2.488302 2.5155 -0.9588 0.6668
H 1.659412 2.008557 -3.544058 -0.0713 -0.1866 1.9191
H 1.483098 2.624206 -0.747254 0.3543 -0.0852 -0.0025
H 1.438591 1.068407 1.884872 0.9522 -0.4126 -0.3108
H 2.235501 -0.036819 0.797315 -0.6219 0.4627 -0.1673
H 1.213180 -0.610405 2.082666 0.6949 2.0436 -2.0087
H -1.770346 1.761208 1.200238 0.9695 -0.7848 -1.0581
H -0.682621 1.494175 2.410617 0.5196 -0.9786 0.3263
H -1.998816 -0.592540 0.602950 0.4285 0.1140 -0.7625
H -0.216243 -1.141289 2.887321 2.6645 0.4141 2.2380
H -0.579675 -2.227262 1.477803 0.7677 -1.1476 0.5678
H -1.683914 -1.810128 2.768771 -1.1254 -0.0931 0.0740
```
Forces are in eV/Å.

natural (NBO) atomic charge list, values in e, 6 entries: -0.653 0.336 -0.378 0.129 -0.359 -0.176